<a>
{"formula": "C4H4N2O", "method": "ωB97M-V with the def2-TZVPD basis set", "molar_mass_da": 96.1, "charge": 0, "homo_lumo_gap_ev": 9.89, "homo_energy_ev": -8.86, "symbols": ["H", "H", "C", "C", "H", "C", "H", "C", "O", "N", "N"], "xyz": [[1.936, -1.421, -1.176], [-2.306, 0.049, 0.873], [-0.182, -0.408, -0.571], [-0.269, 0.558, 0.471], [2.577, -0.326, 0.776], [1.162, -0.845, -0.585], [-2.395, 1.508, -0.306], [-1.682, 0.593, 0.034], [-1.453, -0.230, -1.126], [0.924, 0.736, 1.070], [1.687, -0.214, 0.538]]}



<b>
{"formula": "C4H4N2O", "method": "ωB97M-V with the def2-TZVPD basis set", "molar_mass_da": 96.1, "charge": 0, "homo_lumo_gap_ev": 9.94, "homo_energy_ev": -9.07, "symbols": ["C", "C", "O", "H", "H", "H", "N", "H", "N", "C", "C"], "xyz": [[1.045, 0.732, -0.087], [-0.194, -0.922, -0.202], [-1.574, -1.209, -0.038], [-2.363, 0.538, -0.806], [-1.979, 0.763, 1.034], [2.853, -0.505, 0.010], [1.819, -0.335, -0.043], [1.383, 1.804, 0.086], [1.034, -1.535, 0.095], [-1.765, 0.312, 0.044], [-0.259, 0.357, -0.093]]}



Stability summary - winner: <b>; margin: 0.105 eV.



<a>
{"formula": "C4H4N2O", "method": "ωB97M-V with the def2-TZVPD basis set", "molar_mass_da": 96.1, "charge": 0, "homo_lumo_gap_ev": 9.37, "smiles": "C1=NC1.N#CC=O", "homo_energy_ev": -10.43, "symbols": ["C", "N", "C", "O", "N", "C", "H", "H", "H", "C", "H"], "xyz": [[2.098, -0.583, 0.353], [2.757, -0.614, 1.304], [1.271, -0.552, -0.870], [0.340, -1.296, -1.017], [-1.891, 1.403, 0.803], [-0.786, 1.079, 0.319], [-1.635, -0.833, 0.994], [0.200, 1.493, 0.127], [1.557, 0.209, -1.614], [-1.702, -0.026, 0.265], [-2.209, -0.280, -0.665]]}



<b>
{"formula": "C4H4N2O", "method": "ωB97M-V with the def2-TZVPD basis set", "molar_mass_da": 96.1, "charge": 0, "homo_lumo_gap_ev": 8.50, "smiles": "O=C=C1C=NCN1", "homo_energy_ev": -8.11, "symbols": ["H", "N", "O", "N", "H", "C", "C", "H", "C", "C", "H"], "xyz": [[0.233, -1.865, 0.137], [0.465, -0.972, -0.278], [-3.080, -0.678, -0.403], [1.079, 1.238, 0.152], [-0.550, 2.156, -0.746], [-0.658, -0.104, -0.481], [-0.074, 1.245, -0.390], [2.399, -0.403, 0.401], [-1.940, -0.405, -0.418], [1.350, -0.140, 0.555], [1.122, -0.213, 1.633]]}



<c>
{"formula": "C4H4N2O", "method": "ωB97M-V with the def2-TZVPD basis set", "molar_mass_da": 96.1, "charge": 0, "homo_lumo_gap_ev": [9.19, 9.19], "smiles": "C=[NH+][O-].C#CC#N", "homo_energy_ev": [-8.88, -8.88], "symbols": ["O", "H", "C", "C", "H", "C", "H", "N", "H", "C", "N"], "xyz": [[-0.155, 0.858, -0.427], [-0.325, -1.007, 0.365], [3.981, 1.017, 0.260], [-2.106, -0.081, 0.302], [-2.583, 0.874, -0.125], [3.283, 0.043, 0.064], [-2.479, -0.797, 1.115], [-0.816, -0.072, 0.045], [4.629, 1.767, 0.134], [2.263, -0.959, -0.018], [1.591, -1.892, -0.074]]}



<d>
{"formula": "C4H4N2O", "method": "ωB97M-V with the def2-TZVPD basis set", "molar_mass_da": 96.1, "charge": 0, "homo_lumo_gap_ev": 8.90, "smiles": "Oc1[nH]cc2c1N2", "homo_energy_ev": -8.19, "symbols": ["C", "H", "H", "C", "H", "H", "N", "O", "C", "N", "C"], "xyz": [[-0.844, 1.184, 0.022], [2.711, -0.607, 0.727], [1.239, 1.722, 0.236], [-0.356, -1.038, 0.086], [-1.956, -1.669, -1.081], [-1.273, 2.164, 0.048], [-1.714, -1.400, -0.120], [2.277, -0.985, -0.044], [0.773, -0.351, -0.009], [0.548, 1.010, 0.057], [-1.405, -0.029, 0.077]]}



Stability summary - winner: <b>; margin: 1.911 eV.



<a>
{"formula": "C4H4N2O", "method": "ωB97M-V with the def2-TZVPD basis set", "molar_mass_da": 96.1, "charge": 0, "homo_lumo_gap_ev": 9.02, "smiles": "[H]/N=c1/cccno1", "homo_energy_ev": -9.37, "symbols": ["C", "C", "C", "O", "N", "H", "C", "N", "H", "H", "H"], "xyz": [[-0.902, -0.691, 0.018], [-1.282, 0.724, -0.001], [0.134, -1.024, 0.804], [0.705, 1.356, 0.816], [1.843, -0.248, -0.478], [-1.239, -1.372, -0.756], [1.049, 0.071, 0.448], [-0.615, 1.691, 0.520], [-2.299, 0.967, -0.282], [2.198, 0.541, -1.003], [0.486, -2.024, 1.038]]}



<b>
{"formula": "C4H4N2O", "method": "ωB97M-V with the def2-TZVPD basis set", "molar_mass_da": 96.1, "charge": 0, "homo_lumo_gap_ev": 8.41, "smiles": "NC1=C=CC=NO1", "homo_energy_ev": -8.24, "symbols": ["C", "H", "C", "N", "H", "N", "C", "O", "H", "C", "H"], "xyz": [[-0.111, -0.708, 0.474], [-0.752, 2.371, -0.563], [0.799, 0.996, -1.237], [-0.612, -1.555, 1.358], [1.213, 1.681, -1.971], [1.428, -0.132, -1.207], [-0.325, 1.380, -0.428], [0.919, -1.060, -0.262], [-0.327, -2.495, 1.586], [-0.851, 0.535, 0.490], [-1.381, -1.013, 1.761]]}



<c>
{"formula": "C4H4N2O", "method": "ωB97M-V with the def2-TZVPD basis set", "molar_mass_da": 96.1, "charge": 0, "homo_lumo_gap_ev": 10.65, "homo_energy_ev": -11.33, "symbols": ["H", "C", "N", "N", "H", "O", "C", "H", "C", "H", "C"], "xyz": [[1.294, -0.252, -2.036], [-0.605, -1.117, 0.563], [1.650, 0.781, 2.234], [-1.183, -1.748, 1.409], [-0.300, 1.583, -1.131], [1.117, -0.873, -0.936], [0.410, -0.196, 0.009], [-1.360, 0.743, 0.431], [-0.748, 0.599, -0.495], [-1.459, 0.134, -1.117], [1.183, 0.347, 1.070]]}



Stability summary - winner: <b>; margin: 0.247 eV.



<a>
{"formula": "C3H9N3O2", "method": "ωB97M-V with the def2-TZVPD basis set", "molar_mass_da": 119.1, "charge": 0, "homo_lumo_gap_ev": 8.36, "homo_energy_ev": -8.24, "symbols": ["O", "N", "C", "N", "H", "H", "H", "C", "H", "C", "H", "H", "N", "H", "H", "H", "O"], "xyz": [[-1.097, 1.429, -0.647], [-1.849, 0.518, 1.318], [1.846, -0.916, -1.767], [1.017, 0.114, 1.633], [-2.252, 1.452, 1.485], [2.546, -1.785, -1.748], [2.108, 0.822, -0.500], [-1.453, 0.372, -0.057], [0.567, -1.530, 0.382], [1.056, -0.555, 0.473], [0.121, 0.370, 2.026], [-2.579, -0.191, 1.568], [1.891, -0.204, -0.493], [2.140, -0.306, -2.614], [0.820, -1.212, -1.891], [1.677, 0.889, 1.587], [-1.560, -0.794, -0.528]]}



<b>
{"formula": "C3H9N3O2", "method": "ωB97M-V with the def2-TZVPD basis set", "molar_mass_da": 119.1, "charge": 0, "homo_lumo_gap_ev": 6.46, "homo_energy_ev": -7.52, "symbols": ["H", "H", "H", "N", "N", "N", "H", "H", "H", "C", "H", "H", "C", "O", "C", "H", "O"], "xyz": [[-2.784, 2.209, -0.083], [-0.266, 3.421, -0.020], [0.525, -3.840, -0.905], [0.766, -3.427, -0.018], [0.533, 1.151, 0.959], [-2.269, 3.039, -0.379], [-0.987, 0.402, -0.254], [-2.732, 3.385, -1.222], [0.954, 1.698, 0.145], [0.844, -2.007, -0.025], [1.387, -3.869, 0.630], [-2.451, 3.741, 0.339], [-0.817, 2.610, -0.461], [1.299, -1.428, 0.994], [-0.517, 1.339, 0.078], [1.012, 0.220, 0.895], [0.510, -1.433, -1.093]]}



Stability summary - winner: <a>; margin: 3.342 eV.